Entry 1:
Density functional theory data (ωB97M-V/def2-TZVPD) for a molecular structure, C16H31NP2Pb at a distorted geometry.

```
51
Properties=species:S:1:pos:R:3:forces:R:3:nbo_charge:R:1
P 0.353 -1.968 1.639 -0.4 0.2 -0.6 1.5565
P 0.309 2.345 1.997 -1.2 -0.9 -0.2 1.5339
C 0.227 -0.345 0.772 -0.1 0.9 0.5 -0.8406
C 1.090 0.882 1.226 0.5 -0.9 0.2 -0.7292
H -0.808 0.042 0.726 0.3 -0.6 0.1 0.2479
H 0.533 -0.549 -0.279 -0.3 -0.1 0.2 0.3357
H 1.862 0.529 1.928 0.1 0.6 -0.1 0.2721
H 1.592 1.298 0.334 -0.1 -0.3 0.4 0.2866
C -1.343 2.766 1.406 -0.5 0.2 0.0 -0.9812
H -1.855 3.383 2.166 0.4 -0.1 -0.1 0.3064
H -2.005 1.900 1.241 0.5 0.1 0.0 0.2880
H -1.285 3.357 0.479 0.1 -0.2 0.3 0.2845
C 1.361 3.763 1.878 0.3 -0.1 0.4 -0.9673
H 1.107 4.310 0.962 0.1 -0.1 0.2 0.2974
H 2.394 3.406 1.859 0.0 0.3 0.0 0.2904
H 1.178 4.372 2.772 0.2 0.1 -0.3 0.3070
C -0.551 -3.392 0.911 -0.3 0.1 -0.3 -0.9512
H -0.523 -4.219 1.651 0.1 0.5 -0.2 0.2936
H -0.068 -3.764 -0.014 -0.2 0.4 0.5 0.2813
H -1.617 -3.192 0.692 0.4 0.0 0.2 0.2650
C 2.057 -2.450 1.416 0.2 0.0 0.4 -0.9692
H 2.692 -1.572 1.506 0.3 -0.1 0.1 0.2578
H 2.202 -2.914 0.435 -0.1 0.2 0.2 0.2862
H 2.302 -3.171 2.197 0.2 0.0 -0.1 0.2818
Pb -2.529 -0.732 -0.710 -2.3 -0.3 2.3 0.6280
C 0.142 1.401 -1.890 0.3 0.4 0.3 -0.1946
C -1.186 1.292 -1.677 0.0 1.9 -0.7 -0.3224
C -2.103 0.739 -2.753 0.0 -0.3 0.0 -0.4981
C -1.742 -0.736 -3.116 -0.1 -0.9 -0.9 -0.5071
C -0.922 -1.553 -2.094 -0.9 -0.9 0.4 -0.5443
C 0.455 -1.502 -2.043 0.5 -0.7 -0.1 -0.2515
C 1.294 -0.677 -2.929 0.8 0.7 -0.4 -0.4390
C 0.899 0.820 -3.036 0.9 0.1 -0.7 -0.4718
C -0.167 -1.814 3.364 0.3 -0.2 -0.1 -0.9716
H 0.748 2.103 -1.289 -0.6 -0.3 -0.1 0.1782
H -1.661 2.024 -1.009 0.2 -0.5 -0.3 0.2075
H -2.104 1.342 -3.667 0.1 0.0 0.2 0.2804
H -3.150 0.809 -2.385 0.2 0.1 -0.4 0.2246
H -2.672 -1.301 -3.288 0.3 0.2 -0.3 0.2567
H -1.189 -0.761 -4.047 -0.1 0.1 -0.3 0.2586
H -1.372 -2.524 -1.738 0.5 0.5 -1.1 0.2334
H 0.962 -2.362 -1.602 -0.1 0.1 0.0 0.1919
H 1.349 -1.078 -3.957 -0.1 -0.1 0.2 0.2357
H 2.326 -0.724 -2.559 -0.1 0.0 -0.1 0.2185
H 1.845 1.390 -3.117 -0.5 -0.2 -0.1 0.2355
H 0.400 1.005 -4.003 -0.2 0.0 0.4 0.2289
H -0.094 -0.779 3.703 -0.1 -0.2 0.0 0.2668
H 0.553 -2.398 3.944 -0.2 -0.1 0.2 0.2827
H -1.182 -2.218 3.512 0.4 0.2 -0.1 0.2914
N -0.122 1.535 4.800 0.3 0.9 -2.8 -0.1065
C 0.018 1.884 3.687 0.0 -0.7 2.6 -0.1454
```
Positions in Å, forces in eV/Å.

Properties
- charge = +2
- relative energy (zero: lowest compared OMol25 entry of this formula, charge and spin) (kcal/mol) = 24.8
- highest occupied orbital energy (spin up / spin down) (eV) = -11.404 / -11.218

***

Entry 2:
Density functional theory data (ωB97M-V/def2-TZVPD) for a molecular structure, C16H31NP2SeZn at a distorted geometry.

```
52
Properties=species:S:1:pos:R:3:forces:R:3:nbo_charge:R:1
P -1.442 1.418 -2.161 1.2 0.1 1.7 1.5044
P -0.291 0.144 2.525 -0.7 2.0 -0.6 0.3166
C -0.325 1.320 -0.686 0.1 0.1 0.3 -0.8643
C -0.685 0.280 0.381 0.5 -1.5 -0.9 -0.8425
H -0.319 2.391 -0.297 0.2 -0.6 -0.8 0.2040
H 0.705 1.142 -1.041 -0.5 0.2 0.3 0.2717
H -1.683 -0.163 0.278 0.1 0.3 0.3 0.1910
H 0.057 -0.544 0.362 -0.9 0.9 -0.6 0.3097
C 1.297 0.670 3.230 0.9 0.6 1.4 -0.9729
H 1.145 1.737 3.544 0.5 -1.1 0.0 0.2369
H 2.104 0.651 2.469 -0.8 0.2 0.6 0.2519
H 1.580 0.048 4.099 0.2 0.0 -0.1 0.2106
C -1.421 -0.864 3.498 -0.6 0.0 1.5 -0.9583
H -0.871 -1.632 4.070 -0.3 0.1 -0.2 0.2271
H -2.193 -1.346 2.869 0.5 0.3 0.2 0.2406
H -1.916 -0.153 4.187 0.0 -0.8 -0.1 0.2434
C -0.333 1.532 -3.563 -0.4 0.2 -0.9 -0.9679
H -0.858 2.067 -4.363 0.3 -0.1 -0.2 0.2500
H -0.040 0.535 -3.924 -0.1 0.3 0.2 0.2702
H 0.575 2.096 -3.305 -0.4 -0.2 0.1 0.2719
C -2.617 0.080 -2.248 -0.8 -0.1 -0.9 -0.9855
H -2.868 -0.348 -1.271 0.3 0.2 -0.2 0.2796
H -2.256 -0.710 -2.921 -0.2 0.2 0.3 0.2642
H -3.535 0.524 -2.667 0.1 -0.4 0.0 0.2547
Zn -0.385 2.171 1.629 0.1 1.4 1.0 0.9556
C 1.204 -2.058 1.413 1.1 -0.9 0.6 -0.2227
C 2.384 -1.402 1.441 -0.1 -1.1 1.1 -0.1837
C 3.422 -1.304 0.378 0.4 -0.3 -0.6 -0.4457
C 2.972 -1.553 -1.090 0.9 -0.2 0.1 -0.4479
C 1.690 -0.899 -1.514 -0.6 -0.7 -0.9 -0.2280
C 0.471 -1.462 -1.386 1.1 0.1 -1.4 -0.1470
C 0.187 -2.828 -0.839 -0.4 -0.4 0.1 -0.4617
C 0.945 -3.206 0.455 -0.3 0.1 -0.4 -0.4404
C -2.311 2.952 -1.824 -0.5 0.0 -0.5 -0.9686
H 0.460 -1.930 2.234 1.2 -0.6 -0.6 0.2121
H 2.774 -1.112 2.432 -0.6 0.5 -0.8 0.2140
H 4.238 -2.006 0.634 -0.1 0.2 -0.2 0.2187
H 3.899 -0.309 0.404 -0.3 -0.2 0.2 0.2186
H 3.771 -1.159 -1.734 -0.1 0.0 0.2 0.2159
H 2.990 -2.630 -1.317 -0.4 0.2 0.2 0.2054
H 1.812 -0.001 -2.144 -0.2 -0.4 0.6 0.1920
H -0.387 -0.976 -1.871 0.5 -0.2 0.3 0.1785
H 0.425 -3.585 -1.611 -0.2 0.3 0.2 0.2259
H -0.897 -2.912 -0.650 0.3 0.1 -0.1 0.2069
H 0.347 -3.954 0.996 0.1 0.2 -0.1 0.2210
H 1.880 -3.742 0.211 -0.3 0.5 0.1 0.2069
H -2.495 3.055 -0.737 0.0 -0.1 -0.5 0.2959
H -3.253 2.928 -2.394 0.2 0.4 0.3 0.2473
H -1.678 3.785 -2.157 -0.2 -0.1 0.1 0.2666
Se -3.962 5.406 2.198 -0.3 0.2 0.0 -0.2138
C -2.615 4.302 1.970 2.2 -1.8 -0.4 0.1577
N -1.700 3.551 1.810 -2.7 1.9 0.1 -0.8865
```
Positions in Å, forces in eV/Å.

Properties
- relative energy (zero: lowest compared OMol25 entry of this formula, charge and spin) (kcal/mol) = 128.7
- highest occupied orbital energy (spin up / spin down) (eV) = -4.121 / -3.775

***

Entry 3:
Density functional theory data (ωB97M-V/def2-TZVPD) for a molecular structure, C16H31NP2Sn at a distorted geometry.

```
51
Properties=species:S:1:pos:R:3:forces:R:3:nbo_charge:R:1
P 0.102 -1.658 -1.705 1.0 -1.0 -1.4 1.5695
P 0.267 1.920 -1.540 -0.8 1.5 -1.6 1.1959
C -0.286 -0.435 -3.017 -0.2 0.6 0.1 -0.7388
C 0.485 0.897 -3.073 0.3 -0.6 0.5 -0.7367
H -1.376 -0.281 -3.021 0.3 0.1 0.0 0.2618
H -0.041 -0.987 -3.937 -0.2 -0.1 0.3 0.2907
H 1.564 0.748 -3.253 -0.4 -0.1 0.1 0.2581
H 0.085 1.502 -3.904 0.2 -0.1 0.3 0.2811
C -1.343 2.689 -2.002 -0.1 -0.1 0.6 -0.9645
H -1.672 3.332 -1.178 0.0 0.0 -0.4 0.2591
H -2.115 1.932 -2.189 0.2 0.2 0.0 0.2498
H -1.184 3.293 -2.903 -0.1 -0.2 0.2 0.2669
C 1.405 3.297 -1.858 0.3 -0.1 0.5 -0.9716
H 1.016 3.900 -2.690 0.2 -0.2 0.2 0.2731
H 2.400 2.903 -2.102 -0.2 0.2 0.1 0.2678
H 1.463 3.902 -0.944 0.1 0.1 -0.4 0.2691
C -1.100 -2.941 -2.013 -0.1 -0.2 0.0 -0.9829
H -1.158 -3.620 -1.154 0.0 0.1 -0.4 0.2810
H -0.786 -3.485 -2.912 -0.2 0.0 0.2 0.2850
H -2.078 -2.477 -2.187 0.1 -0.2 0.1 0.2750
C 1.724 -2.262 -2.236 -0.1 -0.1 0.0 -0.9703
H 2.455 -1.441 -2.266 -0.1 -0.3 0.0 0.2651
H 1.599 -2.696 -3.236 0.2 0.1 0.2 0.2747
H 2.059 -3.043 -1.542 0.1 0.2 -0.3 0.2727
Sn 1.766 -0.102 4.674 -0.3 0.1 1.2 1.0191
C 0.042 1.841 1.093 0.9 0.5 0.6 -0.1582
C -1.294 1.756 0.881 -0.8 0.7 -0.9 -0.0077
C -1.864 0.500 0.354 -0.6 -0.4 -0.1 -0.4739
C -1.820 -0.697 1.350 -1.0 0.7 0.1 -0.4787
C -0.977 -1.731 0.798 0.1 -1.5 0.7 -0.0671
C 0.289 -1.504 0.104 1.0 0.6 0.3 -0.6122
C 1.270 -0.313 0.479 0.7 -1.0 0.1 -0.3788
C 0.844 0.660 1.592 0.9 0.3 -0.7 -0.4891
C 0.629 -1.919 5.171 0.1 0.8 -0.3 -1.1554
H 0.531 2.814 1.228 -0.5 -0.2 0.2 0.2491
H -1.931 2.643 0.897 0.3 -0.2 0.1 0.2469
H -1.245 0.245 -0.545 -0.5 0.1 0.6 0.1841
H -2.886 0.621 -0.030 0.3 0.1 0.3 0.2612
H -1.473 -0.369 2.350 -0.4 -0.1 -0.3 0.2416
H -2.849 -1.068 1.485 0.4 0.1 0.1 0.2694
H -1.224 -2.779 0.986 0.0 0.4 0.0 0.2221
H 0.892 -2.419 0.288 -0.4 0.3 -0.4 0.2954
H 1.524 0.265 -0.440 0.0 -0.4 0.8 0.1978
H 2.223 -0.802 0.796 -0.7 0.4 -0.2 0.2572
H 0.336 0.144 2.421 -0.1 0.1 -0.6 0.2293
H 1.774 1.044 2.048 -0.4 0.0 -0.4 0.2742
H 1.334 -2.480 5.795 -0.3 -0.2 -0.1 0.2532
H 0.383 -2.462 4.249 0.1 -0.1 0.4 0.2120
H -0.262 -1.626 5.739 0.3 -0.3 -0.2 0.2545
N -0.046 1.655 6.967 0.9 -0.9 -1.4 -0.3222
C 0.550 1.091 6.133 -0.4 0.5 0.8 -0.2552
```
Positions in Å, forces in eV/Å.

Properties
- charge = +2
- relative energy (zero: lowest compared OMol25 entry of this formula, charge and spin) (kcal/mol) = 12.0
- highest occupied orbital energy (spin up / spin down) (eV) = -13.455 / -13.454